C49H52BrCaCl3GeIN3O7S as an isolated structure, computed with the ωB97M-V functional and the def2-TZVPD basis.

Positions of all 119 atoms, in Å:
Ca  -2.0256  -0.2069  0.4407
C  2.4120  6.4799  1.7092
C  2.0410  5.2855  2.5615
C  1.3314  5.7991  3.8480
C  3.3181  4.5882  2.9437
C  1.1688  4.4117  1.7302
C  1.3974  3.0822  1.4737
C  0.3855  2.3600  0.8198
N  0.3475  0.9749  0.5945
C  1.4656  0.2633  0.6936
C  2.7743  0.7251  0.4346
C  3.8720  -0.0559  0.6027
C  3.5892  -1.3438  1.1082
C  2.3176  -1.9071  1.3740
C  1.2284  -1.1648  0.9409
O  -0.0256  -1.5423  0.6861
C  2.2965  -3.3026  2.0203
C  2.8168  -3.1896  3.4714
C  3.2779  -4.3068  1.2993
C  0.9192  -4.0496  2.0398
C  5.3175  0.3442  0.2386
C  5.8540  -0.5778  -0.8403
C  5.3633  1.7637  -0.2964
C  6.3413  0.2698  1.4110
C  -0.9267  2.9848  0.5523
O  -1.9253  2.1770  0.3388
C  -1.1462  4.3370  0.7342
C  -0.0540  4.9796  1.3137
C  -2.4935  4.9814  0.4336
C  -2.2770  6.4740  0.4804
C  -3.1150  4.5682  -0.8959
C  -3.4754  4.5641  1.5393
H  3.0320  7.2428  2.2551
H  1.5738  7.0013  1.3445
H  2.8762  6.2051  0.7269
H  2.0109  6.5157  4.3302
H  1.1252  5.0322  4.5718
H  0.4285  6.2742  3.7013
H  3.9994  5.1842  3.6293
H  3.9513  4.4107  2.0634
H  3.1497  3.6942  3.5139
H  2.2281  2.6459  1.9417
H  2.9164  1.7206  -0.0065
H  4.4839  -1.9586  1.2553
H  3.7269  -2.6696  3.5243
H  2.9219  -4.1811  3.8817
H  2.0661  -2.5262  4.0213
H  4.3188  -3.9920  1.4610
H  3.1279  -4.3879  0.2242
H  3.0739  -5.3043  1.6861
H  0.0871  -3.3969  1.8499
H  0.7471  -4.5240  2.9847
H  0.9216  -4.8805  1.3313
H  5.3057  -0.4186  -1.7535
H  5.6699  -1.6018  -0.4820
H  6.8901  -0.3574  -1.0458
H  4.7194  1.7981  -1.1951
H  6.3701  1.9700  -0.6166
H  5.0332  2.5835  0.3398
H  6.5754  -0.7703  1.5853
H  5.9364  0.7677  2.3111
H  7.2832  0.7816  1.1109
H  -0.1411  6.0313  1.5213
H  -1.6336  6.7850  -0.3323
H  -1.7724  6.8070  1.4196
H  -3.2681  6.9706  0.3096
H  -2.4790  4.9405  -1.7029
H  -4.1259  4.9429  -1.0487
H  -3.1293  3.4935  -1.0038
H  -3.0405  4.7995  2.5695
H  -3.6083  3.4765  1.4894
H  -4.5039  5.0389  1.4619
O  -7.6604  2.3750  0.0453
C  -6.6065  1.7703  0.0575
C  -5.5573  1.5704  -1.0777
O  -5.5263  2.1381  -2.1760
C  -4.5715  0.6731  -0.4549
C  -4.6954  0.5811  0.9519
O  -3.8964  0.0904  1.8227
C  -6.0511  1.1168  1.3526
O  -6.6025  1.0760  2.4231
O  -3.5912  0.1887  -1.1032
Cl  1.9578  -2.4135  -2.1151
Ge  -0.0493  -2.3660  -1.4631
Cl  -0.2511  -4.5562  -1.1809
Cl  -1.2783  -2.1057  -3.2310
S  -5.9255  -6.1377  -0.0067
C  -4.6635  -4.8879  0.0285
C  -3.7897  -4.8021  1.1154
C  -2.9915  -3.6704  1.2378
N  -3.0412  -2.6762  0.3571
C  -3.8128  -2.7923  -0.7260
C  -4.7032  -3.8185  -0.8941
C  -5.1466  -7.2796  -1.1160
C  -3.7638  -7.4997  -0.9301
C  -3.1232  -8.2639  -1.8536
N  -3.7504  -8.9920  -2.7469
C  -5.0253  -8.8587  -2.9066
C  -5.7799  -8.0211  -2.0870
H  -3.8505  -5.6411  1.8293
H  -2.3122  -3.5866  2.0710
H  -3.6772  -1.9982  -1.4267
H  -5.3961  -3.7986  -1.7692
H  -3.2048  -6.9247  -0.2132
H  -2.0287  -8.2902  -1.9574
H  -5.4988  -9.4002  -3.6717
H  -6.8539  -7.9153  -2.3362
Br  4.5607  0.9803  -4.2328
C  2.9330  0.3428  -4.9969
C  3.0351  -0.4708  -6.1148
C  1.8878  -0.9272  -6.7753
C  0.5933  -0.5072  -6.3902
C  0.4857  0.2515  -5.2302
C  1.6099  0.6588  -4.5200
I  1.2059  1.6177  -2.7047
H  4.0302  -0.7727  -6.4570
H  1.9295  -1.5253  -7.6232
H  -0.2408  -0.8425  -6.9799
H  -0.5306  0.3997  -4.8544

## Properties
- E_HOMO (spin up / spin down): -3.959 / -3.952 eV
- Lowest unoccupied orbital energy (spin up / spin down): -0.16 / -0.25 eV
- Net charge: -1
- Frontier orbital gap (spin up / spin down): 3.80 / 3.70 eV
- DFT total energy: -271965.8178 eV
- Energy above the lowest of the compared OMol25 structures with the same formula, charge and spin: 2.395 eV
- Spin multiplicity: 2